(1)
Below is a structure of composition C24H17Cl5NPRhS2 in a non-equilibrium geometry, with properties calculated with ωB97M-V/def2-TZVPD.

- Multiplicity: 1
- E_HOMO (spin up / spin down): -11.54 / -11.51 eV
- Calculated total energy: -123228.1250 eV
- Lowest unoccupied orbital energy (spin up / spin down): -0.1885 / -0.1840 Eh
- Charge: +1

Positions of all 51 atoms, in Å:
Rh1 0.336 0.760 1.254
Cl1 0.067 2.233 3.468
C1 -0.119 0.609 4.030
C2 0.063 -0.375 3.061
C3 -0.078 -1.700 3.470
Cl2 0.131 -2.941 2.312
C4 -0.391 -2.026 4.796
Cl3 -0.576 -3.666 5.258
C5 -0.557 -1.008 5.741
Cl4 -0.931 -1.385 7.364
C6 -0.415 0.335 5.359
Cl5 -0.590 1.591 6.502
C7 5.785 2.985 -1.119
C8 4.574 2.576 -0.361
C9 4.425 1.282 0.133
C10 3.269 0.941 0.802
N1 2.274 1.809 0.983
C11 2.398 3.050 0.522
C12 3.530 3.472 -0.144
H1 6.584 2.260 -0.996
H2 6.132 3.966 -0.799
H3 5.530 3.054 -2.176
H4 5.197 0.545 -0.019
H5 3.129 -0.055 1.215
H6 1.571 3.724 0.706
H7 3.600 4.483 -0.510
S1 0.707 0.169 -1.194
P1 -1.315 0.010 -1.063
S2 -1.936 1.277 0.414
C13 -2.131 0.429 -2.633
C14 -3.467 0.811 -2.597
C15 -4.130 1.096 -3.777
C16 -3.456 0.999 -4.984
C17 -2.122 0.618 -5.013
C18 -1.447 0.332 -3.839
C19 -1.678 -1.743 -0.722
C20 -2.418 -2.166 0.372
C21 -2.580 -3.525 0.592
C22 -1.997 -4.446 -0.264
C23 -1.275 -4.015 -1.368
C24 -1.117 -2.663 -1.604
H8 -3.970 0.906 -1.645
H9 -5.167 1.396 -3.747
H10 -3.971 1.235 -5.903
H11 -1.599 0.544 -5.953
H12 -0.398 0.061 -3.846
H13 -2.850 -1.439 1.046
H14 -3.155 -3.860 1.442
H15 -2.091 -5.504 -0.067
H16 -0.828 -4.731 -2.042
H17 -0.549 -2.313 -2.456

***

(2)
Below is a cluster of 4 separate species, C24H17FO12 in total in a non-equilibrium geometry, with properties calculated with ωB97M-V/def2-TZVPD.

- Multiplicity: 1
- SMILES: O=C1C=C(O)C(=O)C=C1O.O=C1C=C(O)C(=O)C=C1O.O=C1C=C(O)C(=O)C=C1O.Fc1ccccc1
- E_HOMO: -9.31 eV
- Calculated total energy: -52447.9602 eV
- Lowest unoccupied orbital energy: -0.0536 Eh

Positions of all 54 atoms, in Å:
O1 2.684 -1.097 -1.691
C1 1.718 -1.642 -2.094
C2 0.789 -1.237 -3.187
C3 -0.123 -2.173 -3.543
O2 -0.879 -1.911 -4.585
C4 -0.502 -3.467 -2.841
O3 -1.504 -3.991 -3.243
C5 0.276 -3.781 -1.653
C6 1.240 -2.861 -1.285
O4 1.883 -2.923 -0.098
H1 1.068 -0.459 -3.840
H2 -1.602 -2.528 -4.689
H3 0.142 -4.637 -0.975
H4 2.575 -2.239 -0.197
O5 4.455 1.546 -0.341
C7 4.563 1.555 0.866
C8 5.245 2.562 1.692
C9 5.168 2.526 3.028
O6 5.691 3.407 3.789
C10 4.471 1.337 3.770
O7 4.825 1.254 4.958
C11 3.701 0.435 2.954
C12 3.749 0.541 1.611
O8 3.281 -0.392 0.826
H5 5.607 3.481 1.282
H6 5.391 3.209 4.726
H7 3.465 -0.559 3.434
H8 3.401 -0.154 -0.146
O9 -3.001 -0.107 3.116
C13 -3.495 0.373 2.116
C14 -4.556 -0.019 1.244
C15 -4.924 0.757 0.181
O10 -5.866 0.419 -0.682
C16 -4.165 2.071 -0.219
O11 -4.583 2.605 -1.206
C17 -3.060 2.459 0.679
C18 -2.828 1.738 1.740
O12 -1.855 1.991 2.612
H9 -5.100 -0.969 1.350
H10 -5.969 1.164 -1.320
H11 -2.702 3.453 0.603
H12 -1.972 1.201 3.282
F1 -3.190 -0.476 -2.929
C19 -2.249 -0.413 -1.931
C20 -2.297 -1.320 -0.969
C21 -1.330 -1.170 0.013
C22 -0.425 -0.157 -0.005
C23 -0.521 0.852 -0.991
C24 -1.500 0.731 -1.959
H13 -3.019 -2.102 -1.087
H14 -1.285 -1.847 0.913
H15 0.408 -0.084 0.665
H16 0.275 1.515 -1.021
H17 -1.569 1.532 -2.720

***

(3)
Below is a structure of composition C24H17N10O3SV in a non-equilibrium geometry, with properties calculated with ωB97M-V/def2-TZVPD.

- Multiplicity: 3
- ⟨S²⟩: 2.012
- E_HOMO (spin up / spin down): -8.44 / -8.58 eV
- Calculated total energy: -82729.8084 eV
- Lowest unoccupied orbital energy (spin up / spin down): -0.0332 / -0.0405 Eh

Positions of all 56 atoms, in Å:
V1 0.774 -0.672 0.590
O1 -0.031 -1.525 4.267
C1 0.128 -1.496 3.065
O2 0.802 -0.606 2.408
C2 -0.485 -2.502 2.136
C3 -1.484 -3.397 2.525
C4 -2.114 -4.151 1.563
C5 -1.628 -4.101 0.240
C6 -2.194 -4.858 -0.804
C7 -1.639 -4.857 -2.057
C8 -0.452 -4.147 -2.294
C9 0.130 -3.405 -1.295
C10 -0.492 -3.286 -0.044
N1 -0.028 -2.408 0.888
H1 -1.766 -3.427 3.585
H2 -2.964 -4.794 1.811
H3 -3.087 -5.452 -0.590
H4 -2.096 -5.439 -2.863
H5 0.020 -4.194 -3.283
H6 1.109 -2.919 -1.451
N2 3.045 -0.063 -1.733
C11 1.741 -0.166 -2.119
N3 1.249 0.107 -3.324
N4 -0.058 -0.170 -3.223
N5 -0.346 -0.579 -2.031
N6 0.767 -0.588 -1.280
C12 3.436 -0.624 -0.547
N7 4.686 -0.842 -0.162
N8 4.566 -1.451 1.030
N9 3.328 -1.596 1.353
N10 2.557 -1.076 0.387
H7 3.769 0.109 -2.445
O3 -1.134 0.260 0.604
S1 -1.165 1.317 -0.468
C13 -2.064 2.727 0.206
C14 -2.711 3.511 -0.737
C15 -3.359 4.668 -0.335
C16 -3.341 5.028 1.006
C17 -2.709 4.228 1.944
C18 -2.071 3.059 1.546
C19 0.472 2.090 -0.291
C20 1.134 1.981 0.931
C21 2.471 2.367 1.023
C22 3.119 2.892 -0.084
C23 2.429 3.072 -1.275
C24 1.106 2.662 -1.388
H8 -2.697 3.201 -1.791
H9 -3.875 5.285 -1.079
H10 -3.832 5.954 1.323
H11 -2.708 4.513 2.994
H12 -1.584 2.407 2.278
H13 0.607 1.650 1.834
H14 2.994 2.256 1.975
H15 4.172 3.175 -0.018
H16 2.925 3.523 -2.148
H17 0.579 2.748 -2.350

***

(4)
Below is a structure of composition C24H18BrF6N2NiOSbTe in a non-equilibrium geometry, with properties calculated with ωB97M-V/def2-TZVPD.

- Multiplicity: 4
- ⟨S²⟩: 3.758
- E_HOMO (spin up / spin down): -10.98 / -10.96 eV
- Calculated total energy: -171427.0690 eV
- Lowest unoccupied orbital energy (spin up / spin down): -0.1440 / -0.1868 Eh
- Charge: +1

Positions of all 55 atoms, in Å:
Ni1 0.606 -0.577 1.035
Br1 5.033 5.310 -0.348
C1 3.800 3.874 -0.327
C2 3.059 3.582 -1.484
C3 2.157 2.557 -1.463
C4 1.917 1.775 -0.300
O1 1.036 0.840 -0.340
C5 2.699 2.079 0.870
C6 2.570 1.376 2.106
N1 1.648 0.515 2.405
C7 1.547 -0.025 3.689
C8 2.116 0.513 4.831
C9 1.976 -0.128 6.065
C10 1.255 -1.287 6.180
C11 0.597 -1.835 5.060
C12 -0.213 -2.991 5.114
C13 -0.852 -3.418 3.980
C14 -0.696 -2.694 2.791
N2 0.072 -1.629 2.702
C15 0.730 -1.188 3.807
C16 3.634 3.122 0.816
H1 3.208 4.164 -2.379
H2 1.578 2.302 -2.345
H3 3.330 1.619 2.850
H4 2.655 1.447 4.794
H5 2.450 0.306 6.931
H6 1.162 -1.780 7.134
H7 -0.315 -3.519 6.049
H8 -1.476 -4.298 3.971
H9 -1.224 -3.006 1.900
H10 4.227 3.346 1.691
C17 -0.607 -0.289 -4.620
Te1 0.270 -0.292 -2.659
C18 -1.485 0.787 -2.089
C19 -2.390 0.853 -3.282
C20 -3.667 1.388 -3.172
C21 -4.473 1.500 -4.291
C22 -4.008 1.083 -5.531
C23 -2.750 0.516 -5.641
C24 -1.939 0.387 -4.520
H11 -0.730 -1.328 -4.938
H12 0.052 0.193 -5.345
H13 -1.197 1.782 -1.742
H14 -1.948 0.269 -1.246
H15 -4.036 1.714 -2.211
H16 -5.463 1.922 -4.201
H17 -4.624 1.193 -6.410
H18 -2.397 0.167 -6.599
F1 -0.417 -1.761 -0.277
Sb1 -1.320 -3.292 -1.369
F2 -0.509 -4.448 -0.106
F3 -2.752 -2.911 -0.187
F4 -2.207 -4.595 -2.358
F5 -1.983 -1.952 -2.581
F6 0.294 -3.237 -2.412